1.
# C9H11O3

A cluster of 2 separate species, C9H11O3 in total (the ωB97M-V functional and the def2-TZVPD basis, the OMol25 dataset).

The value obtained for the HOMO energy (alpha / beta) is 0.1271 / -0.0298 Eh. As for the charge: -2. The expectation value of S² is 0.760. As for the multiplicity: 2. For the gap between HOMO and LUMO (alpha / beta), the calculation gives 2.477 / 6.599 eV. Its LUMO energy (alpha / beta) is 5.9 / 5.8 eV.

Cartesian coordinates (Å):
C: 2.18015 -0.30729 1.80199
C: 0.09923 -2.70763 -1.14395
C: 1.07559 -3.28037 -0.36870
C: -0.24690 -1.33824 -0.98452
C: 1.83639 -2.47364 0.56621
C: 0.49390 -0.55915 -0.04688
C: 1.50294 -1.10005 0.72400
O: -0.56453 -3.46098 -2.11916
H: -1.50583 -3.28616 -2.01707
H: 1.45206 -4.26619 -0.65241
H: -1.08358 -0.95162 -1.55984
H: 2.65116 -2.97206 1.08851
H: 0.22863 0.47562 0.12815
H: 2.85289 -0.96315 2.35794
H: 1.45569 0.10394 2.50541
H: 2.74997 0.52793 1.37808
C: -2.72419 3.94457 0.60061
C: -1.24868 3.44478 0.31783
O: -0.96912 3.26215 -0.88488
O: -0.57401 3.27715 1.35365
H: -2.65713 4.97961 0.95332
H: -3.11151 3.28751 1.39858
H: -3.41121 3.86384 -0.24211

2.
# C9H11O3

A structure of composition C9H11O3 (the ωB97M-V functional and the def2-TZVPD basis, the OMol25 dataset).

The value obtained for the HOMO energy (alpha / beta) is 0.1293 / -0.0513 Eh. As for the charge: -2. The expectation value of S² is 0.751. As for the multiplicity: 2. For the gap between HOMO and LUMO (alpha / beta), the calculation gives 2.026 / 6.907 eV. Its LUMO energy (alpha / beta) is 5.5 / 5.5 eV.

Cartesian coordinates (Å):
C: -1.87630 2.76689 -2.58034
C: -0.49887 -0.85587 -0.49653
C: -1.25938 -0.91742 -1.68028
C: -0.37481 0.42994 0.06430
C: -1.75971 0.23693 -2.27188
C: -0.67963 1.55519 -0.69261
C: -1.45816 1.52881 -1.84719
O: 0.15231 -1.93473 -0.11349
H: 0.62059 -2.01446 0.90764
H: -1.22714 -1.83756 -2.24647
H: 0.33355 0.57820 0.86327
H: -2.39227 0.12675 -3.15272
H: -0.39654 2.51818 -0.26896
H: -2.57774 2.56712 -3.38168
H: -1.04761 3.34223 -3.00477
H: -2.38235 3.43852 -1.88747
C: 2.69976 -1.20481 3.48510
C: 2.10601 -2.24406 2.54340
O: 0.90617 -1.94469 2.17939
O: 2.75451 -3.21181 2.14882
H: 2.18663 -0.28889 3.21152
H: 3.77189 -1.19738 3.69995
H: 2.39907 -1.43710 4.52099

Relative energy table, unit hartree: 1 0.0211; 2 0.0000

1.
# C4H5F

A structure of composition C4H5F (the ωB97M-V functional and the def2-TZVPD basis, the OMol25 dataset).

The value obtained for the HOMO energy is -0.3316 Eh. For the gap between HOMO and LUMO, the calculation gives 9.738 eV. Its LUMO energy is 0.7 eV.

Cartesian coordinates (Å):
C: 1.73227 0.21337 -0.13524
C: 0.70167 -0.57424 -0.20227
C: -0.55232 0.16661 -0.06745
C: -1.86721 -0.18178 0.25324
H: 1.58146 1.26645 -0.38054
H: 0.89781 -1.54272 0.00249
H: -0.50442 1.17303 -0.08464
H: -2.43931 -1.28158 -0.14630
H: -2.63338 0.90613 0.49935
F: 3.08344 -0.14527 0.26136

2.
# C4H5F

A cluster of 2 separate species, C4H5F in total (the ωB97M-V functional and the def2-TZVPD basis, the OMol25 dataset).

The value obtained for the HOMO energy (alpha / beta) is -0.3645 / -0.3649 Eh. For the gap between HOMO and LUMO (alpha / beta), the calculation gives 7.476 / 7.495 eV. Its LUMO energy (alpha / beta) is -2.4 / -2.4 eV.

Cartesian coordinates (Å):
C: 0.24910 1.10686 -0.23259
C: -0.30523 -1.08339 -0.21880
C: 0.14938 -0.01178 0.65517
C: 0.61463 -0.13671 -0.97632
F: 2.89260 -0.37923 0.19260
H: -0.76250 1.59396 -0.69985
H: 0.89986 1.86113 -0.16712
H: 0.09385 -2.11389 0.12951
H: -1.36182 -0.92616 -0.59169
H: 0.89062 -0.10541 1.44104

Relative energy table, unit hartree: 1 0.0000; 2 0.1310

1.
# C4H5F

An isolated molecule of C4H5F (the ωB97M-V functional and the def2-TZVPD basis, the OMol25 dataset).

The value obtained for the HOMO energy is -0.3361 Eh. Its SMILES is C=CC(=C)F. For the gap between HOMO and LUMO, the calculation gives 9.185 eV. Its LUMO energy is 0.0 eV.

Cartesian coordinates (Å):
C: 0.66190 0.18287 -0.17854
C: 1.82352 0.60409 0.33353
C: -0.64417 -0.10331 0.39617
C: -1.72513 -0.40674 -0.58099
H: 1.71075 1.57731 1.06285
H: 2.67656 0.42645 -0.15800
H: -0.85007 0.11528 1.62884
H: -2.81571 -0.50601 0.15270
H: -1.66652 -0.94700 -1.56919
F: 0.82887 -0.94293 -1.08737

2.
# C4H5F

An isolated molecule of C4H5F (the ωB97M-V functional and the def2-TZVPD basis, the OMol25 dataset).

The value obtained for the HOMO energy is -0.3764 Eh. Its SMILES is C#C[C@@H](C)F. For the gap between HOMO and LUMO, the calculation gives 11.245 eV. Its LUMO energy is 1.0 eV.

Cartesian coordinates (Å):
C: 1.14102 -0.63516 -0.22836
C: 0.31581 0.57849 0.34682
C: -1.03987 0.44485 0.00003
C: -2.19932 0.25313 -0.22449
H: 2.19917 -0.66129 0.18025
H: 1.09215 -0.57760 -1.27362
H: 0.53688 -1.50095 -0.04474
H: 0.45814 0.47697 1.53621
H: -3.10958 -0.15617 -0.01675
F: 0.60561 1.77774 -0.27535

Relative energy table, unit hartree: 1 0.0605; 2 0.0000

1.
# C2H3F2P

A cluster of 2 separate species, C2H3F2P in total (the ωB97M-V functional and the def2-TZVPD basis, the OMol25 dataset).

The value obtained for the HOMO energy (alpha / beta) is -0.3808 / -0.3367 Eh. For the gap between HOMO and LUMO (alpha / beta), the calculation gives 7.786 / 6.350 eV. Its LUMO energy (alpha / beta) is -2.6 / -2.8 eV.

Cartesian coordinates (Å):
C: 0.19967 -0.44516 -0.35517
C: 1.05646 0.39213 0.22003
F: 3.14572 1.43551 0.87378
F: 2.49766 -1.25533 -1.97358
P: 2.67299 -0.09052 0.63659
H: -0.86029 -0.37566 -0.62702
H: 0.65508 -1.48766 -0.42290
H: 0.96890 1.43605 0.42540

2.
# C2H3F2P

An isolated molecule of C2H3F2P (the ωB97M-V functional and the def2-TZVPD basis, the OMol25 dataset).

The value obtained for the HOMO energy is -0.3680 Eh. Its SMILES is FC1(F)CP1. For the gap between HOMO and LUMO, the calculation gives 10.793 eV. Its LUMO energy is 0.8 eV.

Cartesian coordinates (Å):
C: 0.15452 -0.18442 0.55054
C: 1.53498 0.04223 0.05497
F: 1.92883 -0.61461 -1.08248
F: 2.55308 0.02347 0.90656
P: 0.37840 1.50861 -0.32405
H: -0.59652 -0.96163 0.20007
H: -0.15671 0.09121 1.60494
H: 0.24941 1.01793 -1.57539

Relative energy table, unit hartree: 1 0.0635; 2 0.0000